9
Properties=species:S:1:pos:R:3:mulliken_charge:R:1 method="wB97M-V/def2-TZVPD" total_charge=-1 e_homo_ev=-4.27 relative_energy_ev=2.189 gap_ha=0.2880 spin_multiplicity=1 e_tot_ha=-335.90854
H -1.1414 -0.9198 -0.7194 0.136
C -0.2507 -0.1887 -0.0567 -0.176
C -1.4539 0.3163 0.6530 0.149
O -2.4600 -0.3217 0.1987 -0.522
O 0.5891 0.6954 -0.6098 -1.000
H 0.2044 -0.9612 0.6123 0.182
F 3.8519 -0.3194 -0.3920 -0.939
H -1.5231 1.4221 0.7507 0.217
Li 2.1838 0.2770 -0.4368 0.952